Computed, not measured: a molecular structure, C35H43HgN5O2SSb, with the ωB97M-V functional and the def2-TZVPD basis.

The geometry in XYZ format:
```
88
C35H43HgN5O2SSb (the ωB97M-V functional and the def2-TZVPD basis)
Hg -0.328 -0.718 0.131
N -4.331 -0.183 -0.296
C -3.661 0.920 0.206
C -4.456 2.038 0.515
C -3.870 3.157 1.048
C -2.496 3.155 1.270
C -1.797 2.017 0.944
N -2.349 0.910 0.416
C -3.931 -1.287 -1.051
C -4.931 -2.203 -1.407
C -4.594 -3.276 -2.198
C -3.279 -3.411 -2.632
C -2.367 -2.474 -2.204
N -2.667 -1.436 -1.410
H -5.330 -0.102 -0.222
H -5.520 2.010 0.318
H -4.471 4.024 1.286
H -1.985 4.006 1.697
H -0.733 1.950 1.137
H -5.944 -2.070 -1.048
H -5.343 -4.008 -2.467
H -2.962 -4.243 -3.244
H -1.319 -2.570 -2.466
C 0.989 3.223 -1.637
C 1.839 1.997 -1.958
C 2.800 1.694 -0.807
Sb 0.612 0.256 -2.307
C 1.847 -0.886 -3.658
C 1.109 -2.140 -4.117
C 3.214 -1.208 -3.064
C -0.856 0.911 -3.748
C -2.034 1.616 -3.080
C -0.244 1.747 -4.868
H 1.635 4.090 -1.469
H 0.411 3.070 -0.722
H 0.293 3.477 -2.436
H 2.402 2.172 -2.879
H 2.254 1.454 0.109
H 3.425 2.568 -0.601
H 3.462 0.855 -1.024
H 1.983 -0.217 -4.511
H 0.940 -2.829 -3.286
H 1.704 -2.666 -4.870
H 0.142 -1.908 -4.568
H 3.129 -1.766 -2.129
H 3.799 -0.308 -2.871
H 3.783 -1.829 -3.762
H -1.216 -0.034 -4.166
H -1.728 2.534 -2.573
H -2.512 0.970 -2.343
H -2.779 1.890 -3.833
H 0.139 2.698 -4.493
H -1.005 1.977 -5.619
H 0.573 1.235 -5.377
C 5.800 5.288 7.500
C 5.035 4.437 6.517
O 4.845 4.744 5.374
S 4.410 2.932 7.259
C 3.468 2.252 5.923
C 4.106 1.746 4.795
C 3.362 1.193 3.771
C 1.968 1.124 3.860
C 1.339 1.629 4.998
C 2.084 2.194 6.021
C 1.200 0.548 2.792
C 0.553 0.061 1.890
H 6.534 5.880 6.958
H 6.287 4.684 8.265
H 5.097 5.963 7.989
H 5.185 1.794 4.724
H 3.851 0.799 2.890
H 0.261 1.576 5.075
H 1.591 2.592 6.898
N -3.610 -5.152 1.272
C -2.697 -5.769 0.408
O -2.963 -6.865 -0.071
C -1.480 -5.036 0.079
C -0.392 -5.694 -0.615
C 0.711 -4.933 -0.941
C 0.752 -3.574 -0.669
N -0.343 -2.929 -0.090
C -1.376 -3.679 0.297
H -4.317 -5.804 1.574
H -3.215 -4.610 2.024
H -0.458 -6.747 -0.840
H 1.568 -5.389 -1.423
H 1.613 -2.959 -0.888
H -2.213 -3.141 0.731
```

Properties
total energy	-70083.293	eV
energy above the lowest of the compared OMol25 structures with the same formula, charge and spin	0.6	kcal per mole
spin multiplicity	2

Löwdin population analysis, charges in e, atoms 1 to 5: 0.8404, 0.1248, -0.3104, -0.0163, -0.0651

=====

Computed, not measured: a molecular structure, C35H43IN7O4PS3Ti at a distorted geometry, with the ωB97M-V functional and the def2-TZVPD basis.

The geometry in XYZ format:
```
95
C35H43IN7O4PS3Ti (the ωB97M-V functional and the def2-TZVPD basis)
Ti -0.552 -0.016 -0.283
N -1.156 2.531 0.564
C -1.608 2.073 1.861
C -2.707 2.952 2.513
C -2.222 3.743 3.735
C -2.274 2.912 5.025
N -1.638 1.602 4.937
C -0.325 1.423 4.836
N 0.553 2.391 5.170
N 0.124 0.240 4.431
C -2.086 0.612 1.729
O -2.324 -0.020 2.777
O -2.254 0.158 0.552
H -0.459 3.262 0.646
H -1.933 2.893 0.025
H -0.732 2.047 2.505
H -3.559 2.332 2.811
H -3.073 3.650 1.760
H -2.866 4.609 3.899
H -1.208 4.113 3.553
H -3.318 2.721 5.269
H -1.843 3.472 5.859
H -2.144 0.917 4.360
H 0.211 3.123 5.774
H 1.492 2.080 5.378
H -0.529 -0.281 3.842
H 1.082 0.208 4.095
S 1.621 0.873 -2.605
C 0.159 1.668 -2.588
N -0.956 1.316 -1.946
C -2.015 2.154 -2.250
C -3.328 2.028 -1.792
C -4.275 2.969 -2.166
C -3.945 4.039 -2.994
C -2.648 4.179 -3.461
C -1.702 3.236 -3.092
S -0.025 3.154 -3.544
H -3.589 1.202 -1.145
H -5.291 2.866 -1.806
H -4.700 4.759 -3.283
H -2.362 5.004 -4.102
N 0.087 -2.144 -3.533
C -0.649 -1.928 -2.427
O -0.078 -1.249 -1.491
C -1.934 -2.460 -2.278
I -1.058 -4.986 -1.400
H 1.015 -1.753 -3.546
H -0.182 -2.837 -4.206
H -2.466 -2.870 -3.122
H -2.499 -2.176 -1.403
C -2.516 -3.178 1.998
S -0.880 -2.471 2.286
C 0.034 -4.039 2.230
O -0.491 -1.794 1.011
H -2.501 -3.649 1.016
H -3.226 -2.354 2.035
H -2.735 -3.907 2.778
H -0.255 -4.640 3.092
H 1.094 -3.792 2.284
H -0.182 -4.548 1.291
N 0.847 0.488 0.849
P 2.274 1.075 0.785
C 3.170 0.734 2.357
C 4.248 1.473 2.838
C 5.009 0.992 3.893
C 4.702 -0.231 4.476
C 3.634 -0.978 4.000
C 2.879 -0.502 2.936
C 2.335 2.892 0.602
C 2.546 3.549 -0.607
C 2.301 4.913 -0.708
C 1.821 5.623 0.383
C 1.585 4.971 1.587
C 1.843 3.614 1.694
C 3.562 0.334 -0.274
C 3.374 -0.993 -0.654
C 4.375 -1.660 -1.339
C 5.573 -1.015 -1.623
C 5.765 0.301 -1.229
C 4.762 0.977 -0.550
H 4.483 2.431 2.388
H 5.856 1.563 4.255
H 5.312 -0.601 5.291
H 3.403 -1.937 4.448
H 2.067 -1.081 2.502
H 2.892 2.993 -1.469
H 2.485 5.420 -1.646
H 1.623 6.684 0.295
H 1.201 5.519 2.440
H 1.676 3.088 2.627
H 2.422 -1.464 -0.434
H 4.230 -2.687 -1.652
H 6.357 -1.539 -2.154
H 6.698 0.806 -1.446
H 4.906 2.007 -0.243
```

Properties
total energy	-128628.479	eV
spin multiplicity	3

Löwdin population analysis, charges in e, atoms 1 to 5: 0.8341, 0.0790, -0.2920, -0.1146, -0.1667

=====

Computed, not measured: a molecular structure, C35H43N10O3PS4W at a distorted geometry, with the ωB97M-V functional and the def2-TZVPD basis.

The geometry in XYZ format:
```
97
C35H43N10O3PS4W (the ωB97M-V functional and the def2-TZVPD basis)
W -0.644 -0.372 -0.084
N -2.067 -2.999 3.336
C -1.629 -2.363 2.228
S -1.669 -0.637 2.177
N -1.209 -3.103 1.220
N -0.737 -2.285 0.266
C -0.447 -2.645 -0.991
C 0.818 -2.142 -1.532
C 1.500 -2.611 -2.644
C 2.716 -2.015 -2.939
C 3.198 -0.969 -2.151
C 2.410 -0.475 -1.134
N 1.230 -1.052 -0.861
H -2.212 -2.467 4.177
H -1.807 -3.966 3.443
H -0.962 -3.501 -1.425
H 1.115 -3.443 -3.216
H 3.303 -2.381 -3.770
H 4.165 -0.524 -2.331
H 2.694 0.365 -0.494
S -0.068 1.765 0.750
C 0.851 2.869 -0.312
C 0.164 3.678 -1.224
C 0.850 4.556 -2.036
C 2.246 4.631 -1.913
C 2.910 3.877 -0.975
C 2.237 2.971 -0.110
S 3.030 2.071 1.114
H -0.911 3.615 -1.293
H 0.318 5.184 -2.739
H 2.804 5.320 -2.534
H 3.981 3.973 -0.852
C -5.198 2.120 0.951
C -3.864 1.381 1.197
C -3.018 2.245 2.136
P -3.080 0.696 -0.353
C -4.273 -0.637 -0.888
C -5.767 -0.315 -0.976
C -4.117 -1.899 -0.036
C -3.071 2.032 -1.671
C -3.918 1.770 -2.921
C -3.331 3.465 -1.195
H -5.943 1.767 1.665
H -5.621 2.000 -0.038
H -5.063 3.187 1.117
H -4.079 0.448 1.728
H -2.722 3.185 1.675
H -2.115 1.772 2.508
H -3.641 2.485 3.000
H -3.932 -0.886 -1.895
H -6.208 -0.230 0.017
H -6.262 -1.149 -1.477
H -6.008 0.584 -1.533
H -4.332 -1.709 1.017
H -3.123 -2.336 -0.095
H -4.830 -2.647 -0.385
H -2.025 2.021 -1.978
H -4.972 1.973 -2.738
H -3.831 0.762 -3.318
H -3.595 2.457 -3.705
H -4.391 3.672 -1.087
H -2.945 4.149 -1.954
H -2.830 3.708 -0.261
N 1.120 2.198 -4.573
C 0.287 1.241 -4.127
C 0.181 1.009 -2.729
N -0.684 0.139 -2.249
C -1.438 -0.570 -3.129
C -1.279 -0.364 -4.477
N -0.431 0.532 -4.988
H 1.702 2.718 -3.937
H 1.282 2.272 -5.562
H 0.818 1.540 -2.036
H -2.120 -1.308 -2.735
H -1.860 -0.951 -5.179
O 7.541 -5.539 3.512
S 7.807 -4.283 2.832
O 7.259 -4.181 1.492
O 9.138 -3.743 3.004
C 6.773 -3.157 3.791
N 7.193 -2.793 5.010
C 6.377 -2.036 5.719
C 5.133 -1.617 5.264
C 4.807 -2.036 3.991
N 5.610 -2.794 3.257
C 3.514 -1.725 3.316
C 2.751 -0.599 3.569
C 1.616 -0.363 2.803
N 1.231 -1.178 1.830
C 1.953 -2.284 1.610
C 3.083 -2.601 2.319
H 6.722 -1.753 6.709
H 4.475 -1.012 5.869
H 3.059 0.133 4.303
H 1.027 0.533 2.950
H 1.606 -2.947 0.827
H 3.669 -3.478 2.087
```

Properties
total energy	-112490.069	eV
energy above the lowest of the compared OMol25 structures with the same formula, charge and spin	87.0	kcal per mole

Löwdin population analysis, charges in e, atoms 1 to 5: 1.1518, 0.1061, -0.7774, 0.7462, 0.0474

=====

Computed, not measured: a molecular structure, C35H44BrN4O4Ru at a distorted geometry, with the ωB97M-V functional and the def2-TZVPD basis.

The geometry in XYZ format:
```
89
C35H44BrN4O4Ru (the ωB97M-V functional and the def2-TZVPD basis)
Ru 0.313 0.192 0.792
O 3.229 1.346 6.406
C 2.717 1.036 5.186
C 3.400 0.210 4.291
C 2.821 -0.085 3.075
N 1.615 0.385 2.727
C 1.036 1.185 3.583
Br -1.466 1.582 2.295
C 1.487 1.567 4.819
H 4.078 0.904 6.512
H 4.374 -0.190 4.547
H 3.324 -0.702 2.340
H 0.937 2.225 5.476
C 2.949 3.473 0.175
C 1.489 3.538 0.607
C 1.279 4.439 1.835
C 0.609 3.991 -0.544
C 0.668 5.319 -0.961
C -0.118 5.783 -1.996
C -1.017 4.913 -2.607
C -1.112 3.584 -2.221
C -2.180 2.724 -2.872
C -3.028 1.910 -1.888
C -1.641 1.852 -4.007
C -0.247 3.104 -1.222
N -0.270 1.698 -0.934
C 0.638 1.059 -1.604
C 0.750 -0.391 -1.570
N -0.105 -1.141 -0.872
C -0.045 -2.514 -1.302
C -0.923 -2.829 -2.369
C -0.990 -4.122 -2.868
C -0.225 -5.139 -2.323
C 0.627 -4.834 -1.283
C 0.750 -3.544 -0.759
C 1.831 -3.391 0.297
C 3.071 -2.605 -0.133
C 1.321 -3.036 1.645
C -1.860 -1.800 -2.978
C -1.675 -1.690 -4.492
C -3.320 -2.108 -2.637
H 3.564 3.058 0.977
H 3.324 4.476 -0.063
H 3.073 2.839 -0.702
H 1.184 2.537 0.885
H 1.813 5.391 1.732
H 1.646 3.954 2.741
H 0.219 4.641 1.981
H 1.344 6.001 -0.454
H -0.057 6.818 -2.307
H -1.675 5.277 -3.389
H -2.864 3.444 -3.339
H -2.501 1.034 -1.514
H -3.946 1.583 -2.386
H -3.302 2.509 -1.019
H -0.992 1.061 -3.628
H -1.073 2.446 -4.726
H -2.468 1.371 -4.536
H 1.303 1.577 -2.302
H 1.418 -0.804 -2.328
H -1.675 -4.339 -3.680
H -0.281 -6.151 -2.706
H 1.247 -5.621 -0.866
H 2.207 -4.424 0.426
H 2.886 -1.530 -0.155
H 3.382 -2.918 -1.134
H 3.895 -2.820 0.553
H -0.318 -1.216 2.273
H 2.034 -2.723 2.395
H 0.471 -3.582 2.030
H -1.628 -0.831 -2.543
H -1.982 -2.604 -5.007
H -0.632 -1.494 -4.753
H -2.281 -0.871 -4.885
H -3.632 -3.059 -3.081
H -3.970 -1.322 -3.030
H -3.456 -2.169 -1.560
O -2.451 -2.386 0.900
C -2.149 -2.429 2.059
C -2.871 -3.248 3.130
C -2.141 -2.954 4.440
C -1.069 -1.953 4.050
O -0.268 -1.460 4.815
N -1.147 -1.709 2.694
H -2.846 -4.294 2.828
H -3.914 -2.933 3.133
H -1.660 -3.827 4.878
H -2.761 -2.501 5.213
O 1.913 0.257 -0.210
```

Properties
charge	-1
total energy	-123780.950	eV
energy above the lowest of the compared OMol25 structures with the same formula, charge and spin	0.0	kcal per mole
spin multiplicity	5

Löwdin population analysis, charges in e, atoms 1 to 5: 0.9488, 0.0607, -0.3175, -0.0105, -0.1253

=====

Computed, not measured: a molecular structure, C35H45CrGe2N4O5, with the ωB97M-V functional and the def2-TZVPD basis.

The geometry in XYZ format:
```
92
C35H45CrGe2N4O5 (the ωB97M-V functional and the def2-TZVPD basis)
Cr -0.857 0.876 -0.249
O -1.104 1.099 -1.955
C -2.066 1.067 -2.885
C -1.708 1.207 -4.223
C -2.695 1.184 -5.193
C -4.032 1.025 -4.843
C -4.381 0.889 -3.513
C -3.405 0.904 -2.513
C -3.782 0.759 -1.125
N -2.917 0.680 -0.180
N -3.455 0.573 1.098
C -2.471 0.528 1.952
O -1.232 0.565 1.606
C -2.770 0.403 3.400
C -1.727 0.267 4.308
C -2.002 0.145 5.662
C -3.314 0.160 6.110
C -4.358 0.296 5.203
C -4.089 0.417 3.850
H -0.664 1.332 -4.476
H -2.418 1.292 -6.234
H -4.797 1.009 -5.608
H -5.420 0.768 -3.230
H -4.835 0.724 -0.863
H -0.709 0.258 3.942
H -1.189 0.037 6.369
H -3.526 0.065 7.167
H -5.382 0.308 5.553
H -4.888 0.524 3.130
C 4.065 1.167 -2.886
C 2.782 1.481 -2.124
Ge 2.561 0.687 -0.341
C 4.089 0.867 0.899
C 5.407 0.306 0.365
C 2.415 -1.233 -0.501
C 1.434 -2.142 -0.503
Ge -0.478 -1.593 -0.442
C -1.470 -2.358 1.097
C -1.746 -3.851 1.269
C -1.363 -1.991 -2.175
C -1.526 -3.412 -2.708
C 1.781 -3.602 -0.577
C 3.098 -4.075 -0.632
C 3.377 -5.428 -0.695
C 2.349 -6.363 -0.698
C 1.041 -5.920 -0.637
C 0.773 -4.559 -0.578
H 4.030 1.568 -3.900
H 4.233 0.091 -2.969
H 4.942 1.597 -2.402
H 1.913 1.114 -2.678
H 2.642 2.560 -2.023
H 3.795 0.312 1.796
H 4.232 1.900 1.212
H 5.324 -0.740 0.067
H 6.186 0.355 1.129
H 5.769 0.862 -0.499
H 3.430 -1.625 -0.577
H -2.429 -1.835 1.054
H -0.966 -1.975 1.987
H -2.221 -4.294 0.391
H -2.425 -4.007 2.110
H -0.840 -4.420 1.477
H -0.833 -1.388 -2.916
H -2.353 -1.536 -2.083
H -0.569 -3.887 -2.920
H -2.095 -3.397 -3.641
H -2.069 -4.058 -2.015
H 3.933 -3.389 -0.625
H 4.408 -5.757 -0.737
H 2.571 -7.422 -0.744
H 0.221 -6.626 -0.634
H -0.256 -4.244 -0.530
O -0.661 2.891 0.499
N -1.678 4.594 -1.496
O -1.564 5.748 -1.236
O -2.601 3.866 -1.637
C 2.522 4.149 0.596
C 1.402 3.605 1.491
C 0.534 4.781 1.940
C 1.948 2.895 2.733
C 0.552 2.619 0.700
N 0.955 1.430 0.234
H 3.167 4.812 1.175
H 2.101 4.726 -0.230
H 3.151 3.370 0.169
H 1.147 5.473 2.522
H -0.296 4.445 2.559
H 0.118 5.320 1.089
H 2.623 3.563 3.272
H 2.486 1.982 2.493
H 1.127 2.630 3.402
```

Properties
total energy	-194672.832	eV
energy above the lowest of the compared OMol25 structures with the same formula, charge and spin	4.9	kcal per mole
spin multiplicity	2

Löwdin population analysis, charges in e, atoms 1 to 5: 0.7028, -0.1884, -0.3246, 0.0023, -0.0671